A molecular structure, C37H32ClF5InO2 in a non-equilibrium geometry. Source: the OMol25 dataset; level of theory: the ωB97M-V functional and the def2-TZVPD basis.

Each line ends with the Mulliken charge.
Atoms and positions in Å:
O (0.9561, -3.3769, 7.2188)  -0.5378
C (0.1011, -4.1020, 6.4670)  0.0263
O (-0.4439, -3.6280, 5.1514)  -0.5252
In (-2.2385, -2.6096, 5.6686)  0.9308
Cl (-3.5433, -2.0562, 3.6194)  -0.6777
C (-0.4068, -5.6355, 6.8996)  0.6003
C (0.5144, -6.8753, 6.3297)  -0.2892
C (0.0106, -8.4021, 6.7026)  -0.3437
C (-1.3541, -8.6659, 7.6214)  -0.3433
C (-2.2262, -7.3696, 8.1574)  -0.4349
C (-1.7673, -5.8055, 7.8176)  -0.1746
H (-1.6823, -1.0585, 6.4660)  -0.2576
H (-3.3221, -3.5573, 6.7411)  -0.3243
H (1.4618, -6.6699, 5.6672)  0.2998
H (0.6604, -9.2858, 6.2816)  0.2503
H (-1.6584, -9.7868, 7.8736)  0.2582
H (-3.2037, -7.5075, 8.7865)  0.2562
H (-2.3951, -4.8902, 8.2143)  0.2682
F (-2.1595, 2.2285, 2.9521)  -0.3261
C (-0.9896, 1.7321, 2.5284)  0.2943
C (-0.7792, 0.3578, 2.5563)  0.0269
C (0.4369, -0.1599, 2.1105)  -0.4008
C (1.4341, 0.7043, 1.6515)  -0.6138
C (1.2151, 2.0825, 1.6322)  -0.3868
C (-0.0050, 2.5990, 2.0675)  -0.4945
H (-1.5621, -0.2973, 2.9240)  0.2581
H (0.6084, -1.2334, 2.1210)  0.4504
H (2.3840, 0.3003, 1.3081)  0.3802
H (1.9942, 2.7535, 1.2784)  0.4203
H (-0.1954, 3.6670, 2.0509)  0.4261
F (0.7317, 4.2912, -1.0489)  -0.1454
C (0.2839, 3.4452, -1.9861)  0.0972
C (0.3362, 3.8172, -3.3249)  -0.4505
C (-0.1252, 2.9346, -4.3015)  -0.3351
C (-0.6444, 1.6928, -3.9269)  -0.3711
C (-0.6973, 1.3306, -2.5801)  -0.9182
C (-0.2255, 2.2089, -1.6048)  0.1065
H (0.7351, 4.7891, -3.5964)  0.4106
H (-0.0815, 3.2128, -5.3515)  0.2185
H (-1.0083, 1.0065, -4.6886)  0.6414
H (-1.1056, 0.3653, -2.2907)  0.4876
H (-0.2509, 1.9399, -0.5540)  0.2770
F (5.9448, 5.9853, -0.7089)  -0.3023
C (4.8681, 6.6826, -0.3225)  0.2107
C (5.0098, 8.0199, 0.0311)  -0.4234
C (3.8881, 8.7477, 0.4285)  -0.3178
C (2.6379, 8.1263, 0.4783)  -0.5777
C (2.5068, 6.7821, 0.1261)  -0.2534
C (3.6266, 6.0578, -0.2818)  -0.2923
H (5.9902, 8.4835, -0.0056)  0.3939
H (3.9870, 9.7959, 0.6996)  0.3466
H (1.7641, 8.6931, 0.7925)  0.3604
H (1.5334, 6.2995, 0.1696)  0.4054
H (3.5413, 5.0146, -0.5675)  0.4446
F (-1.0489, 0.3990, -6.5761)  -0.3230
C (-0.3984, 0.8100, -7.6727)  0.2710
C (0.4292, -0.0784, -8.3505)  -0.4203
C (1.1027, 0.3476, -9.4953)  -0.4075
C (0.9493, 1.6618, -9.9437)  -0.4325
C (0.1202, 2.5474, -9.2536)  -0.4532
C (-0.5617, 2.1179, -8.1154)  -0.1688
H (0.5427, -1.0929, -7.9826)  0.4045
H (1.7461, -0.3415, -10.0368)  0.3512
H (1.4783, 1.9949, -10.8341)  0.3541
H (0.0056, 3.5710, -9.6021)  0.3455
H (-1.2171, 2.7904, -7.5720)  0.4479
F (0.1288, -3.2057, -1.3001)  -0.3057
C (-1.1027, -3.5957, -0.9452)  0.2828
C (-1.6430, -3.1475, 0.2552)  -0.0790
C (-2.9272, -3.5491, 0.6227)  -0.0530
C (-3.6532, -4.4042, -0.2100)  -0.6080
C (-3.1003, -4.8527, -1.4105)  -0.3440
C (-1.8206, -4.4419, -1.7830)  -0.4546
H (-1.0609, -2.4904, 0.8931)  0.3667
H (-3.3616, -3.1981, 1.5554)  0.0734
H (-4.6531, -4.7208, 0.0791)  0.3784
H (-3.6657, -5.5214, -2.0550)  0.3436
H (-1.3791, -4.7737, -2.7168)  0.4011

As for the net charge: -1. The HOMO-LUMO gap is 7.95 eV. The calculation puts the LUMO energy at 2.0 eV. Its relative energy (zero: lowest compared OMol25 entry of this formula, charge and spin) is 124.5 kcal per mole. The total energy is -2728.9988 a.u.